Here is 3 unconnected molecules or ions with the total composition C26H46N2P from the Open Molecules 2025 dataset. Energies are from ωB97M-V/def2-TZVPD.

Summary:
**Energy relative to the best compared isomer or geometry (same formula, charge and spin)**: 5.672 eV
**DFT total energy**: -39962.15355 eV
**Kohn-Sham gap**: 6.383 eV
**LUMO level**: -0.1814 Eh

The geometry in ORCA input format:
```
! wB97M-V def2-TZVPD RIJCOSX def2/J DEFGRID3
* xyz 1 1
N 1.008 -0.534 5.092
P 2.431 -0.437 4.312
C 2.280 -1.546 2.781
C 3.456 -2.056 1.893
C 3.092 -2.957 0.657
N 1.717 -3.288 0.341
C 0.568 -2.855 1.128
C -0.922 -3.291 0.753
C -1.792 -2.163 0.003
C -1.497 -0.655 0.467
C -0.338 0.070 -0.408
C -0.168 1.618 -0.241
C 0.912 2.372 -1.104
C 1.838 1.615 -2.119
C 1.674 0.067 -2.271
C 0.580 -0.670 -1.418
C 0.842 -1.984 2.381
H 0.591 0.414 5.118
H 2.565 0.944 3.895
H 3.444 -0.848 5.235
H 4.525 -1.782 2.178
H 3.954 -3.361 0.005
H 1.541 -3.869 -0.503
H -1.400 -3.718 1.697
H -0.822 -4.174 0.007
H -2.898 -2.375 0.278
H -1.701 -2.237 -1.135
H -1.329 -0.530 1.593
H -2.457 -0.049 0.229
H -0.802 2.244 0.492
H 1.059 3.501 -0.972
H 2.630 2.168 -2.747
H 2.326 -0.529 -2.990
H 0.491 -1.805 -1.572
H -0.055 -1.643 2.997
C -5.764 -7.407 -2.669
C -4.621 -6.459 -3.009
C -4.214 -5.560 -1.840
C -5.300 -4.602 -1.341
C -5.865 -3.647 -2.393
C -4.824 -2.695 -2.964
H -6.677 -6.864 -2.417
H -5.987 -8.048 -3.526
H -5.499 -8.050 -1.826
H -4.891 -5.856 -3.881
H -3.752 -7.056 -3.306
H -3.327 -4.985 -2.133
H -3.897 -6.191 -1.001
H -4.885 -4.013 -0.513
H -6.125 -5.180 -0.911
H -6.661 -3.054 -1.930
H -6.336 -4.208 -3.206
H -4.371 -2.093 -2.171
H -5.290 -2.014 -3.681
H -4.029 -3.232 -3.488
C 5.584 8.396 1.060
C 4.953 7.309 0.200
C 3.426 7.385 0.151
C 2.717 7.197 1.495
C 3.023 5.883 2.217
C 2.584 4.651 1.438
H 5.277 8.314 2.105
H 6.674 8.316 1.028
H 5.309 9.389 0.695
H 5.277 6.326 0.556
H 5.338 7.407 -0.821
H 3.061 6.638 -0.562
H 3.133 8.359 -0.260
H 1.636 7.266 1.327
H 2.970 8.029 2.161
H 2.501 5.889 3.181
H 4.090 5.812 2.448
H 1.510 4.681 1.234
H 2.792 3.746 2.017
H 3.115 4.564 0.487
*
```